{"formula": "C26H22N2O4", "method": "ωB97M-V/def2-TZVPD", "charge": 0, "e_lumo_ev": -1.859, "homo_energy_ev": -6.340, "orbital_gap_ev": 4.48, "energy_ev": -38481.0808, "de_lowest_ev": 10.4345, "mol_weight_da": 426.47, "species": ["C", "C", "C", "C", "O", "C", "C", "C", "C", "C", "C", "C", "C", "O", "C", "C", "C", "C", "C", "H", "H", "H", "H", "H", "H", "H", "H", "H", "H", "H", "H", "H", "H", "H", "C", "C", "C", "N", "C", "C", "C", "C", "N", "O", "O", "C", "C", "H", "H", "H", "H", "H", "H", "H"], "xyz": [[0.64, -6.27, -2.39], [1.09, -4.84, -2.73], [0.40, -4.01, -1.70], [-0.35, -4.87, -0.88], [-0.28, -6.18, -1.23], [-1.09, -4.37, 0.21], [-1.04, -3.02, 0.46], [-0.31, -2.08, -0.37], [-0.35, -0.69, -0.12], [-1.52, -0.05, 0.33], [-1.45, 1.29, 0.85], [-2.56, 1.91, 1.36], [-3.80, 1.23, 1.40], [-4.80, 1.91, 2.02], [-4.22, 3.20, 2.47], [-2.76, 3.25, 1.99], [-3.94, -0.06, 0.85], [-2.84, -0.65, 0.29], [0.43, -2.65, -1.46], [0.09, -6.74, -3.21], [1.48, -6.91, -2.10], [2.18, -4.75, -2.67], [0.79, -4.57, -3.75], [-1.67, -5.06, 0.81], [-1.59, -2.63, 1.32], [0.59, -0.02, -0.16], [-0.49, 1.82, 0.87], [-4.84, 4.00, 2.06], [-4.29, 3.22, 3.57], [-2.07, 3.42, 2.82], [-2.63, 4.06, 1.27], [-4.91, -0.54, 0.88], [-2.95, -1.62, -0.19], [0.97, -2.01, -2.16], [2.73, -0.75, -0.20], [1.68, 0.27, -0.66], [1.63, 0.28, -2.11], [1.57, 0.27, -3.28], [2.04, 1.67, -0.21], [3.00, 1.95, 0.80], [3.27, 3.26, 1.19], [2.57, 4.32, 0.61], [2.74, 5.64, 1.13], [2.06, 6.58, 0.65], [3.57, 5.81, 2.05], [1.62, 4.08, -0.40], [1.35, 2.77, -0.79], [2.88, -0.72, 0.88], [2.43, -1.75, -0.48], [3.69, -0.52, -0.70], [3.55, 1.15, 1.27], [4.02, 3.47, 1.95], [1.10, 4.92, -0.85], [0.60, 2.60, -1.56]]}


{"formula": "C26H23BF4N3PPbS2", "method": "ωB97M-V/def2-TZVPD", "charge": 0, "e_lumo_ev": -1.134, "homo_energy_ev": -8.251, "orbital_gap_ev": 7.12, "energy_ev": -79566.0733, "de_lowest_ev": 0.0763, "mol_weight_da": 766.60, "species": ["Pb", "C", "S", "C", "S", "N", "N", "C", "C", "C", "C", "C", "C", "N", "H", "H", "H", "H", "H", "H", "H", "H", "F", "B", "F", "F", "F", "C", "C", "C", "C", "C", "C", "P", "C", "C", "C", "C", "C", "C", "C", "C", "C", "C", "C", "C", "H", "H", "H", "H", "H", "H", "H", "H", "H", "H", "H", "H", "H", "H", "H"], "xyz": [[0.95, -0.68, -1.90], [-2.99, -3.65, -5.20], [-2.72, -1.86, -5.11], [-1.71, -1.69, -3.71], [-1.12, -0.09, -3.47], [-1.54, -2.75, -2.95], [-0.66, -2.61, -1.94], [-0.59, -3.56, -1.09], [0.37, -3.51, 0.01], [0.46, -4.56, 0.91], [1.36, -4.49, 1.95], [2.19, -3.38, 2.05], [2.06, -2.39, 1.09], [1.17, -2.43, 0.11], [-3.18, -3.89, -6.24], [-3.84, -3.94, -4.58], [-2.09, -4.15, -4.85], [-1.23, -4.43, -1.17], [-0.18, -5.43, 0.79], [1.43, -5.29, 2.68], [2.92, -3.28, 2.84], [2.70, -1.51, 1.11], [3.58, 2.89, -1.84], [2.82, 2.13, -2.71], [3.23, 0.76, -2.64], [1.44, 2.11, -2.29], [2.87, 2.57, -4.01], [-3.42, 3.98, -0.35], [-3.09, 3.49, 0.90], [-2.06, 2.58, 1.04], [-1.34, 2.17, -0.08], [-1.67, 2.66, -1.34], [-2.71, 3.56, -1.47], [0.11, 1.09, 0.11], [-0.36, 0.05, 1.55], [-1.45, -0.81, 1.35], [-1.80, -1.73, 2.33], [-1.07, -1.80, 3.51], [0.00, -0.94, 3.71], [0.36, -0.02, 2.73], [1.41, 2.17, 0.79], [2.67, 1.62, 0.98], [3.70, 2.38, 1.51], [3.47, 3.71, 1.84], [2.22, 4.27, 1.62], [1.19, 3.51, 1.09], [-4.22, 4.70, -0.46], [-3.63, 3.83, 1.78], [-1.81, 2.19, 2.02], [-1.10, 2.36, -2.20], [-2.97, 3.94, -2.45], [-2.01, -0.75, 0.43], [-2.64, -2.39, 2.17], [-1.33, -2.52, 4.27], [0.56, -0.98, 4.63], [1.20, 0.65, 2.89], [2.85, 0.59, 0.67], [4.68, 1.95, 1.64], [4.27, 4.31, 2.24], [2.05, 5.32, 1.84], [0.22, 3.96, 0.90]]}